Density functional theory data (ωB97M-V with the def2-TZVPD basis set) for a single C6H9N molecule.

HOMO-LUMO gap: 8.8 eV
multiplicity: 1
E_LUMO: -0.1 eV
energy relative to the best compared isomer or geometry (same formula, charge and spin): 99.25 kcal/mol
HOMO: -8.82 eV
electronic energy: -288.62387 a.u.

Each line ends with the natural charge from an NBO analysis.
Element x y z (Å)
C 1.6185 1.2551 0.6256  -0.587
C 0.5920 0.4939 -0.2209  -0.325
C -0.5596 -0.0949 0.6183  -0.393
C -1.7670 -0.4532 -0.2538  -0.584
C -1.7893 -1.5564 -1.2141  -0.023
C 1.2547 -0.5826 -0.9777  0.282
N 1.7788 -1.4481 -1.5392  -0.320
H 2.4215 1.6563 0.0008  0.226
H 2.0639 0.6025 1.3830  0.218
H 1.1248 2.0904 1.1321  0.215
H -0.8498 0.6531 1.3666  0.215
H -0.2001 -0.9778 1.1613  0.217
H -2.5451 -0.9843 0.3595  0.301
H -2.2842 0.4471 -0.6126  0.218
H -1.0248 -2.2867 -0.8690  0.098
H 0.1657 1.1857 -0.9599  0.241